(1)
{
  "formula": "C3H8F2N2",
  "method": "ωB97M-V/def2-TZVPD",
  "de_lowest_kcal_mol": 85.35,
  "homo_energy_ha": -0.2397,
  "fmax_ev_per_a": 5.44,
  "homo_lumo_gap_ev": 7.5,
  "total_charge": 0,
  "symbols": ["C", "C", "C", "N", "N", "F", "F", "H", "H", "H", "H", "H", "H", "H", "H"],
  "positions_angstrom": [[2.017, 0.517, -0.017], [-0.397, 0.310, 0.718], [-1.140, -0.388, -1.471], [-1.311, -0.404, 1.443], [0.949, -0.142, 0.731], [-2.212, -1.177, -1.314], [-1.446, 0.872, -2.002], [3.056, 0.383, 0.391], [2.115, 0.146, -0.995], [1.793, 1.544, -0.100], [-0.557, 1.358, 0.454], [-0.551, -0.901, -2.250], [-2.144, 0.142, 1.365], [-1.251, -1.185, 1.972], [1.078, -1.074, 1.075]]
}



(2)
{
  "formula": "C9H16N2O5",
  "method": "ωB97M-V/def2-TZVPD",
  "de_lowest_kcal_mol": 53.29,
  "homo_energy_ha": -0.3259,
  "fmax_ev_per_a": 4.08,
  "smiles": "CC(C)[C@H](NC(=O)[C@@H](N)CC(=O)O)C(=O)O",
  "homo_lumo_gap_ev": 9.5,
  "total_charge": 0,
  "symbols": ["C", "C", "C", "C", "N", "C", "O", "C", "N", "C", "C", "O", "O", "C", "O", "O", "H", "H", "H", "H", "H", "H", "H", "H", "H", "H", "H", "H", "H", "H", "H", "H"],
  "positions_angstrom": [[0.129, -2.150, -1.587], [0.607, -0.705, -2.063], [0.595, -0.454, -3.593], [-0.315, 0.406, -1.220], [0.513, 0.587, -0.066], [0.024, 1.352, 0.953], [-0.955, 2.110, 0.986], [0.937, 1.289, 2.162], [1.518, 2.580, 2.509], [0.075, 0.664, 3.272], [-0.101, -0.746, 2.712], [0.703, -1.297, 1.966], [-1.390, -1.139, 2.818], [-1.704, -0.195, -1.085], [-2.181, -0.758, -0.110], [-2.409, 0.369, -2.136], [0.131, -2.041, -0.444], [-0.726, -2.745, -2.047], [1.045, -2.691, -1.754], [1.625, -0.568, -1.710], [1.390, -1.003, -4.092], [0.590, 0.570, -3.773], [-0.351, -0.841, -4.068], [-0.338, 1.297, -1.913], [1.138, -0.199, 0.029], [1.682, 0.539, 1.850], [1.804, 3.207, 1.828], [1.063, 2.949, 3.337], [-0.966, 0.962, 3.248], [0.663, 0.621, 4.234], [-1.695, -1.746, 2.105], [-3.100, -0.224, -2.349]]
}